[1]
Formula: C44H77N2O17S
Source: the OMol25 dataset
Level of theory: ωB97M-V/def2-TZVPD

CARTESIAN COORDINATES (ANGSTROEM)
C: -0.87 2.32 4.23
C: 0.45 1.70 4.38
C: 1.20 1.31 2.99
N: 0.30 0.51 2.07
C: -0.42 1.13 0.96
C: -0.33 2.72 0.68
C: 0.95 3.01 -0.24
O: 0.87 3.37 -1.44
C: -1.32 0.30 -0.03
C: -2.06 0.96 -1.27
C: -3.66 0.77 -1.29
C: -4.13 1.10 -2.81
S: -3.88 -0.31 -3.98
O: -4.67 0.04 -5.24
O: -4.40 -1.62 -3.46
O: -2.29 -0.49 -4.48
C: -1.43 -1.25 0.21
C: -2.25 -2.25 -0.71
O: -1.83 -2.49 -1.88
O: -3.45 -2.90 -0.34
C: -3.88 -2.54 1.01
C: -0.66 -1.83 1.42
O: -0.70 -3.23 1.71
C: 0.09 -3.99 0.75
C: -0.83 -5.12 0.04
N: -0.25 -5.37 -1.31
C: -0.73 -6.72 -1.83
C: 0.43 -7.78 -1.49
C: 0.93 -8.61 -2.78
O: -0.02 -8.62 -0.39
C: 0.22 -0.91 2.36
C: 0.95 -1.64 3.57
C: 2.19 -2.54 3.00
O: 2.59 -2.07 1.68
C: 3.30 -3.06 0.95
O: 3.96 -2.66 -0.05
H: -0.91 3.47 4.12
H: -1.81 1.68 4.16
H: 0.94 1.54 5.39
H: 1.54 2.31 2.53
H: 2.17 0.74 3.24
H: -1.30 3.16 0.29
H: -0.11 3.23 1.70
H: 2.00 2.84 0.21
H: -1.61 0.47 -2.22
H: -1.86 2.09 -1.40
H: -4.02 -0.28 -1.03
H: -4.19 1.52 -0.61
H: -5.25 1.39 -2.82
H: -3.54 2.01 -3.17
H: -2.22 -1.04 -5.29
H: -3.20 -3.04 1.79
H: -4.93 -3.01 1.15
H: -3.99 -1.41 1.15
H: 0.45 -3.24 -0.05
H: 1.00 -4.52 1.19
H: -1.94 -4.84 0.02
H: -0.76 -6.06 0.71
H: -0.59 -4.69 -2.00
H: -0.85 -6.57 -2.97
H: -1.74 -6.98 -1.36
H: 1.34 -7.19 -1.09
H: 2.03 -8.87 -2.65
H: 0.81 -7.93 -3.70
H: 0.28 -9.56 -2.86
H: 0.32 -8.21 0.43
H: 0.21 -2.39 4.05
H: 1.29 -0.96 4.41
H: 1.78 -3.62 2.91
H: 3.05 -2.57 3.75
H: 3.33 -4.17 1.21
C: -3.18 6.55 -3.43
C: -3.98 5.35 -3.89
O: -4.31 4.48 -3.11
C: -4.34 5.28 -5.35
H: -2.99 6.46 -2.36
H: -2.23 6.58 -3.95
H: -3.75 7.46 -3.61
H: -3.44 5.26 -5.96
H: -4.96 6.14 -5.62
H: -4.91 4.37 -5.54
C: 4.41 -1.08 -5.27
C: 5.28 -1.39 -4.08
O: 6.44 -1.73 -4.22
C: 4.66 -1.25 -2.72
H: 4.99 -1.22 -6.19
H: 3.56 -1.76 -5.29
H: 4.07 -0.04 -5.23
H: 3.82 -1.94 -2.62
H: 4.34 -0.22 -2.56
H: 5.41 -1.51 -1.96
C: 0.78 2.34 -6.43
C: 1.64 2.03 -5.23
O: 2.79 1.66 -5.35
C: 1.01 2.18 -3.87
H: 1.36 2.18 -7.34
H: -0.09 1.67 -6.44
H: 0.46 3.38 -6.39
H: 0.16 1.51 -3.77
H: 0.70 3.22 -3.72
H: 1.75 1.93 -3.10
C: 6.07 -2.95 5.85
C: 5.58 -4.14 5.07
O: 4.42 -4.22 4.69
C: 6.57 -5.24 4.79
H: 5.25 -2.24 5.97
H: 6.42 -3.26 6.83
H: 6.87 -2.45 5.30
H: 6.94 -5.65 5.73
H: 7.40 -4.85 4.20
H: 6.08 -6.03 4.23
C: 3.15 6.33 2.95
C: 3.35 4.87 2.66
O: 2.68 4.01 3.22
C: 4.43 4.50 1.68
H: 2.34 6.45 3.68
H: 4.06 6.76 3.36
H: 2.86 6.85 2.03
H: 5.40 4.85 2.03
H: 4.20 4.93 0.70
H: 4.46 3.41 1.57
C: -3.75 10.10 -0.32
C: -2.61 9.11 -0.33
O: -2.73 8.01 -0.84
C: -1.32 9.54 0.32
H: -4.62 9.65 -0.82
H: -4.03 10.34 0.70
H: -3.47 11.00 -0.86
H: -1.49 9.76 1.37
H: -0.93 10.43 -0.19
H: -0.59 8.74 0.24
C: -3.44 -4.82 5.69
C: -4.13 -3.99 4.64
O: -3.50 -3.37 3.81
C: -5.64 -3.97 4.66
H: -2.36 -4.74 5.56
H: -3.70 -4.44 6.69
H: -3.73 -5.86 5.60
H: -5.99 -3.56 5.61
H: -6.03 -4.98 4.52
H: -6.00 -3.34 3.85

The molar mass comes out at 938.164 g mol⁻¹. Its largest force on an atom is 0.1488 Eh/bohr. For the total energy, the calculation gives -3508.77993 a.u. The LUMO energy comes out at -4.063 eV. As for the frontier orbital gap: 6.2 eV. Its net charge is +1. Its HOMO energy is -0.377 Ha. The spin multiplicity is 1.

Löwdin population analysis, charges in e, atoms 1 to 4: atom 1 (C): -0.021, atom 2 (C): -0.094, atom 3 (C): -0.131, atom 4 (N): 0.020

[2]
Formula: C29H33IIrN6OS
Source: the OMol25 dataset
Level of theory: ωB97M-V/def2-TZVPD

CARTESIAN COORDINATES (ANGSTROEM)
Ir: -0.06 0.44 0.12
C: 0.08 2.52 2.24
C: 1.01 1.75 3.13
C: 1.97 0.77 2.50
C: 3.11 0.48 3.24
C: 4.00 -0.50 2.82
C: 3.69 -1.20 1.66
C: 2.56 -0.85 0.96
N: 1.73 0.15 1.33
N: -0.94 1.67 1.55
C: -1.94 2.55 0.87
C: -2.72 1.67 -0.06
C: -4.00 1.95 -0.49
C: -4.68 1.00 -1.24
C: -4.08 -0.23 -1.48
C: -2.79 -0.45 -1.03
N: -2.11 0.51 -0.38
C: -1.71 0.82 2.54
C: -1.22 -0.59 2.57
C: -1.50 -1.44 3.62
C: -1.10 -2.77 3.53
C: -0.43 -3.20 2.40
C: -0.17 -2.30 1.39
N: -0.57 -1.02 1.48
H: 0.63 3.06 1.46
H: -0.47 3.26 2.83
H: 0.45 1.21 3.90
H: 1.60 2.49 3.68
H: 3.29 1.02 4.15
H: 4.89 -0.72 3.39
H: 4.32 -2.00 1.29
H: 2.32 -1.39 0.05
H: -1.44 3.37 0.36
H: -2.59 2.98 1.64
H: -4.47 2.89 -0.22
H: -5.69 1.20 -1.59
H: -4.61 -1.01 -2.01
H: -2.27 -1.39 -1.18
H: -2.76 0.81 2.22
H: -1.68 1.30 3.52
H: -2.04 -1.08 4.49
H: -1.31 -3.46 4.34
H: -0.10 -4.23 2.30
H: 0.36 -2.58 0.49
S: -0.64 3.02 -3.66
C: 0.01 4.05 -2.45
C: 0.22 3.36 -1.31
N: -0.14 2.02 -1.38
C: -0.61 1.73 -2.58
H: 0.21 5.09 -2.65
H: 0.64 3.78 -0.41
H: -0.94 0.75 -2.87
I: 3.35 2.50 -0.28
C: 2.69 0.98 -1.55
C: 3.52 0.77 -2.65
C: 3.24 -0.24 -3.55
C: 2.13 -1.04 -3.34
C: 1.34 -0.78 -2.25
N: 1.59 0.21 -1.37
H: 4.39 1.39 -2.77
H: 3.89 -0.40 -4.40
H: 1.88 -1.86 -4.00
H: 0.49 -1.43 -2.02
C: -1.72 -4.88 -2.46
C: -1.15 -4.12 -1.29
O: -0.79 -2.74 -1.66
H: -1.96 -5.90 -2.16
H: -1.01 -4.94 -3.28
H: -2.65 -4.43 -2.82
H: -0.24 -4.59 -0.92
H: -1.87 -4.05 -0.47
H: -1.13 -2.64 -2.57

The molar mass comes out at 832.812 g mol⁻¹. Its largest force on an atom is 0.0270 Eh/bohr. For the total energy, the calculation gives -2327.40532 a.u. Its expectation value of S² is 0.75. The LUMO energy (spin up / spin down) comes out at -12.878 / -14.859 eV. As for the frontier orbital gap (spin up / spin down): 7.2 / 5.2 eV. Its net charge is +4. The calculation puts the energy relative to the best compared isomer or geometry (same formula, charge and spin) at 362.8 kJ/mol. Its HOMO energy (spin up / spin down) is -0.737 / -0.737 Ha. The spin multiplicity is 2.

Löwdin population analysis, charges in e, atoms 1 to 4: atom 1 (Ir): 1.617, atom 2 (C): -0.130, atom 3 (C): -0.083, atom 4 (C): -0.276

[3]
Formula: C30H30AsBrN3O4Sn
Source: the OMol25 dataset
Level of theory: ωB97M-V/def2-TZVPD

CARTESIAN COORDINATES (ANGSTROEM)
Sn: 1.54 1.67 1.09
Br: -1.67 4.24 2.46
C: -1.33 2.79 3.62
C: -1.78 2.85 4.95
C: -1.54 1.77 5.77
C: -0.86 0.66 5.25
C: -0.44 0.74 3.94
N: -0.68 1.77 3.12
C: 0.37 -0.34 3.27
O: -0.12 -1.47 3.57
O: 1.30 -0.12 2.49
H: -2.31 3.72 5.31
H: -1.87 1.78 6.80
H: -0.64 -0.21 5.86
C: 2.00 -2.18 -0.45
N: 3.33 -1.68 -0.72
C: 4.24 -2.57 -1.46
C: 5.67 -2.26 -1.10
C: 5.94 -0.79 -1.35
N: 4.92 0.03 -0.69
C: 5.24 1.42 -0.40
C: 3.70 -0.43 -0.42
O: 2.86 0.36 0.16
H: 2.07 -3.17 -0.01
H: 1.43 -2.25 -1.38
H: 1.48 -1.53 0.24
H: 4.06 -2.45 -2.53
H: 3.98 -3.60 -1.19
H: 6.35 -2.87 -1.70
H: 5.85 -2.50 -0.05
H: 5.94 -0.57 -2.42
H: 6.90 -0.50 -0.95
H: 6.31 1.56 -0.54
H: 5.00 1.67 0.63
H: 4.72 2.10 -1.08
O: -0.11 0.85 0.08
As: -1.52 0.24 -0.58
C: -1.17 -0.46 -2.31
C: 0.10 -0.33 -2.85
C: 0.34 -0.82 -4.13
C: -0.69 -1.43 -4.84
C: -1.96 -1.56 -4.29
C: -2.21 -1.07 -3.01
C: -2.39 -0.98 0.58
C: -2.07 -2.33 0.40
C: -2.62 -3.27 1.25
C: -3.48 -2.88 2.27
C: -3.78 -1.53 2.45
C: -3.23 -0.57 1.61
C: -2.61 1.83 -0.93
C: -3.93 1.98 -0.64
C: -4.61 3.19 -1.01
C: -3.94 4.24 -1.69
C: -2.62 4.08 -1.99
C: -1.96 2.88 -1.62
H: 0.90 0.13 -2.28
H: 1.32 -0.72 -4.57
H: -0.50 -1.80 -5.84
H: -2.75 -2.04 -4.85
H: -3.19 -1.19 -2.58
H: -1.43 -2.64 -0.42
H: -2.39 -4.32 1.11
H: -3.91 -3.62 2.92
H: -4.45 -1.23 3.24
H: -3.44 0.47 1.79
H: -4.52 1.21 -0.16
H: -5.66 3.29 -0.77
H: -4.48 5.14 -1.96
H: -2.06 4.84 -2.52
H: -0.91 2.77 -1.90

The molar mass comes out at 770.124 g mol⁻¹. Its largest force on an atom is 0.0072 Eh/bohr. For the total energy, the calculation gives -6649.52421 a.u. The LUMO energy (spin up / spin down) comes out at -11.514 / -12.786 eV. As for the frontier orbital gap (spin up / spin down): 4.7 / 3.4 eV. Its net charge is +3. Its HOMO energy (spin up / spin down) is -0.595 / -0.595 Ha. The spin multiplicity is 1.

natural (NBO) population analysis, charges in e, atoms 1 to 4: atom 1 (Sn): 1.607, atom 2 (Br): 0.114, atom 3 (C): 0.165, atom 4 (C): -0.210

[4]
Formula: C2H5FO2
Source: the OMol25 dataset
Level of theory: ωB97M-V/def2-TZVPD

CARTESIAN COORDINATES (ANGSTROEM)
O: 1.84 -0.65 -1.66
C: 0.70 -0.87 -1.78
O: -0.21 -0.68 -2.75
F: -0.08 -1.46 -0.78
H: -1.08 -0.95 -2.52
C: -0.24 0.92 1.94
H: -1.25 1.15 2.42
H: -0.39 0.37 1.05
H: 0.42 0.32 2.57
H: 0.28 1.84 1.50

The molar mass comes out at 80.058 g mol⁻¹. Its largest force on an atom is 0.0654 Eh/bohr. For the total energy, the calculation gives -329.54829 a.u. The LUMO energy comes out at 0.426 eV. As for the frontier orbital gap: 13.1 eV. The calculation puts the energy relative to the best compared isomer or geometry (same formula, charge and spin) at 37.2 kJ/mol. Its HOMO energy is -0.465 Ha. The spin multiplicity is 1.

natural (NBO) population analysis, charges in e, atoms 1 to 4: atom 1 (O): -0.522, atom 2 (C): 1.064, atom 3 (O): -0.675, atom 4 (F): -0.380

[5]
Formula: C4H8O
Source: the OMol25 dataset
Level of theory: ωB97M-V/def2-TZVPD

CARTESIAN COORDINATES (ANGSTROEM)
C: -2.01 0.38 -0.05
C: -0.86 -0.19 0.64
C: 0.28 -0.60 -0.05
C: 1.80 -0.49 0.08
O: 2.16 0.85 0.15
H: -2.90 -0.15 0.15
H: -2.10 1.46 -0.24
H: -1.82 0.07 -1.13
H: -0.72 0.09 1.73
H: 0.02 -1.18 -0.97
H: 2.25 -0.82 -0.85
H: 2.28 -0.91 0.94
H: 1.62 1.49 -0.40

The molar mass comes out at 72.107 g mol⁻¹. Its largest force on an atom is 0.0941 Eh/bohr. For the total energy, the calculation gives -232.35361 a.u. The LUMO energy comes out at 0.820 eV. As for the frontier orbital gap: 9.9 eV. The calculation puts the energy relative to the best compared isomer or geometry (same formula, charge and spin) at 241.6 kJ/mol. Its HOMO energy is -0.332 Ha. The spin multiplicity is 1.

natural (NBO) population analysis, charges in e, atoms 1 to 4: atom 1 (C): -0.662, atom 2 (C): -0.163, atom 3 (C): -0.217, atom 4 (C): -0.094

[6]
Formula: C33H35AsN3RuS3Sb
Source: the OMol25 dataset
Level of theory: ωB97M-V/def2-TZVPD

CARTESIAN COORDINATES (ANGSTROEM)
Ru: -0.04 0.50 -2.75
S: 3.09 1.97 -1.01
Sb: 2.46 2.64 -3.17
S: 1.95 0.34 -3.76
S: 0.11 2.76 -2.62
N: -2.18 0.74 -3.31
C: -2.83 -0.51 -3.66
C: -4.18 -0.70 -3.66
C: -4.72 -1.94 -4.06
C: -3.90 -2.96 -4.45
C: -2.50 -2.80 -4.42
C: -1.58 -3.83 -4.73
C: -0.25 -3.62 -4.58
C: 0.20 -2.37 -4.11
N: -0.62 -1.38 -3.82
C: -1.96 -1.57 -4.00
H: -2.77 1.37 -2.77
H: -2.00 1.23 -4.18
H: -4.85 0.11 -3.37
H: -5.80 -2.08 -4.06
H: -4.32 -3.91 -4.77
H: -1.96 -4.80 -5.06
H: 0.48 -4.39 -4.80
H: 1.26 -2.19 -3.96
C: 3.02 -4.12 3.52
C: 2.63 -2.87 2.76
C: 2.96 -2.71 1.42
C: 2.61 -1.57 0.71
C: 2.99 -1.53 -0.76
C: 1.90 -0.53 1.36
As: 1.42 0.99 0.14
N: 0.01 0.09 -0.69
C: -0.90 -0.64 0.12
C: -1.29 -0.17 1.38
C: -2.14 -0.91 2.18
C: -2.63 -2.14 1.75
C: -2.21 -2.63 0.51
C: -1.34 -1.90 -0.28
C: 0.80 2.63 1.06
C: -0.40 3.31 0.81
C: -1.55 2.82 -0.06
C: -0.61 4.54 1.42
C: 0.29 5.11 2.29
C: 0.03 6.45 2.95
C: 1.46 4.41 2.56
C: 1.75 3.19 1.97
C: 3.02 2.50 2.43
C: 1.56 -0.68 2.73
C: 0.85 0.30 3.64
C: 1.94 -1.85 3.38
H: 3.51 -4.84 2.87
H: 2.14 -4.59 3.96
H: 3.71 -3.87 4.33
H: 3.51 -3.50 0.90
H: 3.60 -2.39 -1.02
H: 3.54 -0.63 -1.01
H: 2.10 -1.55 -1.38
H: -0.94 0.79 1.75
H: -2.43 -0.52 3.15
H: -3.30 -2.72 2.37
H: -2.53 -3.61 0.16
H: -0.95 -2.35 -1.17
H: -1.30 1.97 -0.67
H: -1.88 3.64 -0.70
H: -2.40 2.54 0.57
H: -1.55 5.06 1.21
H: -0.93 6.86 2.65
H: 0.81 7.17 2.68
H: 0.04 6.35 4.04
H: 2.18 4.83 3.26
H: 3.51 3.10 3.19
H: 3.73 2.36 1.63
H: 2.82 1.53 2.86
H: 0.48 1.18 3.15
H: 1.54 0.63 4.43
H: 0.01 -0.20 4.13
H: 1.68 -1.96 4.43

The molar mass comes out at 867.617 g mol⁻¹. Its largest force on an atom is 0.0444 Eh/bohr. For the total energy, the calculation gives -5208.11264 a.u. Its expectation value of S² is 0.77. The LUMO energy (spin up / spin down) comes out at -3.413 / -3.278 eV. As for the frontier orbital gap (spin up / spin down): 6.7 / 7.1 eV. Its net charge is +1. The calculation puts the energy relative to the best compared isomer or geometry (same formula, charge and spin) at 130.4 kJ/mol. Its HOMO energy (spin up / spin down) is -0.373 / -0.380 Ha. The spin multiplicity is 2.

Löwdin population analysis, charges in e, atoms 1 to 4: atom 1 (Ru): 0.610, atom 2 (S): 0.096, atom 3 (Sb): 0.489, atom 4 (S): -0.042

[7]
Formula: C47H57AsIN5O2PY
Source: the OMol25 dataset
Level of theory: ωB97M-V/def2-TZVPD

CARTESIAN COORDINATES (ANGSTROEM)
Y: 0.80 -0.51 0.24
C: -2.06 3.99 -6.26
O: -1.23 4.19 -5.13
C: -1.82 4.60 -3.98
C: -3.20 4.71 -3.80
C: -3.69 5.11 -2.57
C: -2.84 5.34 -1.50
C: -1.46 5.29 -1.70
C: -0.96 4.93 -2.93
N: -3.45 5.70 -0.26
N: -3.08 5.23 0.81
C: -2.08 4.20 0.89
C: -0.96 4.43 1.65
C: 0.06 3.46 1.78
C: -0.06 2.24 1.17
O: 0.84 1.26 1.28
C: -1.24 1.97 0.41
N: -1.32 0.73 -0.17
C: -2.43 0.41 -0.81
C: -3.54 1.26 -0.89
C: -3.47 2.50 -0.33
C: -2.28 2.92 0.31
H: -1.39 3.73 -7.08
H: -2.60 4.91 -6.52
H: -2.77 3.18 -6.09
H: -3.88 4.52 -4.61
H: -4.76 5.25 -2.42
H: -0.78 5.54 -0.89
H: 0.11 4.92 -3.11
H: -0.85 5.39 2.13
H: 0.94 3.66 2.37
H: -2.47 -0.58 -1.25
H: -4.44 0.92 -1.39
H: -4.32 3.16 -0.35
I: 3.56 -0.46 -0.70
C: 1.05 -1.90 2.28
H: 2.07 -2.31 2.31
H: 0.38 -2.76 2.36
C: 0.82 -3.65 7.49
C: 2.00 -3.05 7.08
C: 2.00 -2.22 5.97
C: 0.82 -1.98 5.27
C: -0.37 -2.58 5.69
C: -0.37 -3.42 6.80
P: 0.83 -0.98 3.77
C: -0.80 -0.18 3.71
C: -1.16 0.78 4.65
C: -2.38 1.43 4.56
C: -3.27 1.11 3.53
C: -2.93 0.12 2.62
C: -1.71 -0.52 2.72
C: 2.16 0.21 3.98
C: 2.21 1.05 5.10
C: 3.25 1.95 5.25
C: 4.26 2.01 4.30
C: 4.23 1.17 3.20
C: 3.19 0.27 3.05
H: 0.81 -4.30 8.36
H: 2.91 -3.23 7.62
H: 2.92 -1.74 5.66
H: -1.30 -2.38 5.17
H: -1.29 -3.88 7.13
H: -0.50 1.03 5.47
H: -2.65 2.19 5.29
H: -4.22 1.62 3.46
H: -3.63 -0.16 1.84
H: -1.48 -1.33 2.03
H: 1.46 0.99 5.88
H: 3.28 2.59 6.12
H: 5.08 2.71 4.42
H: 5.02 1.20 2.45
H: 3.18 -0.38 2.18
C: -1.86 -1.24 -4.28
C: -1.16 0.08 -3.98
As: 0.44 -0.15 -2.88
C: 1.69 -0.94 -4.19
C: 1.50 -0.56 -5.66
C: 1.00 1.72 -2.65
C: 1.78 2.35 -3.80
H: -2.75 -1.09 -4.89
H: -2.17 -1.74 -3.36
H: -1.21 -1.92 -4.82
H: -1.82 0.77 -3.44
H: -0.87 0.59 -4.89
H: 1.58 -2.02 -4.09
H: 2.68 -0.68 -3.83
H: 0.53 -0.88 -6.04
H: 2.27 -1.03 -6.26
H: 1.58 0.52 -5.82
H: 1.60 1.77 -1.74
H: 0.07 2.27 -2.46
H: 2.67 1.76 -4.05
H: 2.14 3.34 -3.52
H: 1.17 2.47 -4.69
C: 0.12 -5.40 -2.18
C: 0.01 -3.94 -1.68
N: 1.12 -3.60 -0.80
C: 2.39 -3.75 -1.51
C: 2.56 -5.20 -2.03
N: 1.36 -5.98 -1.58
C: 1.27 -5.97 -0.08
C: 1.11 -4.50 0.36
H: 0.21 -5.47 -3.26
H: -0.72 -6.02 -1.86
H: -0.93 -3.80 -1.14
H: 0.01 -3.25 -2.53
H: 3.20 -3.48 -0.84
H: 2.43 -3.04 -2.33
H: 3.44 -5.69 -1.63
H: 2.60 -5.26 -3.12
H: 1.46 -6.95 -1.90
H: 2.18 -6.43 0.30
H: 0.42 -6.59 0.20
H: 1.92 -4.21 1.03
H: 0.17 -4.37 0.90

The molar mass comes out at 1045.712 g mol⁻¹. Its largest force on an atom is 0.0122 Eh/bohr. For the total energy, the calculation gives -5162.19125 a.u. The LUMO energy comes out at -4.773 eV. As for the frontier orbital gap: 6.8 eV. Its net charge is +2. The calculation puts the energy relative to the best compared isomer or geometry (same formula, charge and spin) at 0.0 kJ/mol. Its HOMO energy is -0.424 Ha. The spin multiplicity is 1.

Löwdin population analysis, charges in e, atoms 1 to 4: atom 1 (Y): 0.992, atom 2 (C): -0.068, atom 3 (O): -0.090, atom 4 (C): -0.281